Record 1
# C30H32Cl4FIO4S

A cluster of 3 separate species, C30H32Cl4FIO4S in total (the ωB97M-V functional and the def2-TZVPD basis, OMol25).

The geometry in XYZ format:
```
73
Properties=species:S:1:pos:R:3:mulliken_charge:R:1
C 4.169 -3.169 2.103 -0.932
C 5.127 -2.956 0.886 -0.358
O 4.702 -1.886 0.050 -0.268
C 4.111 -2.412 -1.134 -0.783
C 3.666 -1.318 -2.130 0.195
C 4.560 -0.052 -2.138 -1.203
C 4.113 1.043 -1.142 -0.316
C 2.913 1.917 -1.678 -1.598
C 1.687 1.494 -0.835 0.186
C 1.574 1.725 0.464 1.154
C 2.621 2.472 1.293 -0.154
C 1.983 3.696 2.000 0.202
O 2.231 4.035 3.067 -0.469
F 1.095 4.429 1.263 -0.245
C 0.321 1.188 1.124 0.629
O -0.195 1.710 2.044 -0.560
C -0.231 -0.122 0.545 -0.220
I -1.119 -1.443 1.942 0.136
C -0.119 -0.347 -0.752 0.684
C -0.638 -1.637 -1.414 -1.214
S -2.467 -1.767 -1.404 -0.105
C -2.945 -3.499 -1.058 -0.457
C -3.558 -3.685 0.377 -0.770
C 0.594 0.724 -1.581 -0.603
O 0.348 0.919 -2.714 -0.554
H 3.261 -2.547 2.044 0.207
H 4.668 -2.957 3.062 0.291
H 3.820 -4.216 2.163 0.286
H 6.132 -2.761 1.297 0.339
H 5.178 -3.918 0.350 0.333
H 4.759 -3.159 -1.628 0.364
H 3.191 -2.960 -0.824 0.364
H 3.745 -1.766 -3.138 0.438
H 2.599 -1.082 -1.975 -0.442
H 4.480 0.382 -3.154 0.455
H 5.618 -0.321 -2.001 0.408
H 4.947 1.719 -0.890 0.382
H 3.811 0.540 -0.209 0.361
H 2.724 1.773 -2.751 0.470
H 3.117 2.993 -1.544 0.423
H 3.398 2.890 0.634 0.261
H 3.059 1.802 2.043 0.331
H -0.309 -1.591 -2.464 0.385
H -0.155 -2.466 -0.869 0.526
H -3.748 -3.744 -1.768 0.365
H -2.124 -4.224 -1.159 0.357
H -3.882 -2.722 0.797 0.324
H -2.848 -4.164 1.067 0.200
H -4.445 -4.337 0.298 0.191
Cl -0.077 7.864 -4.497 -0.205
C 0.275 8.023 -2.812 0.500
C 0.280 9.296 -2.257 -0.486
C 0.549 9.467 -0.906 -0.397
C 0.814 8.362 -0.106 -0.714
C 0.813 7.093 -0.663 -0.284
C 0.545 6.923 -2.010 0.083
Cl 0.563 5.310 -2.610 -0.168
H 0.073 10.158 -2.877 0.391
H 0.552 10.461 -0.478 0.362
H 1.022 8.489 0.948 0.389
H 1.022 6.235 -0.041 0.552
Cl -4.720 -5.578 3.113 -0.170
C -6.393 -5.342 2.756 0.315
C -7.094 -4.392 3.487 -0.433
C -8.436 -4.165 3.229 -0.466
C -9.083 -4.888 2.236 -0.443
C -8.386 -5.838 1.507 -0.431
C -7.042 -6.069 1.766 0.268
Cl -6.223 -7.270 0.830 -0.190
H -6.592 -3.826 4.261 0.399
H -8.978 -3.423 3.802 0.366
H -10.131 -4.711 2.030 0.365
H -8.894 -6.401 0.735 0.401
```

Properties
DFT total energy ... -4099.77628 Eh
SMILES ... CCOCCCCCC1=C(CC(=O)F)C(=O)C(I)=C(CSCC)C1=O.Clc1ccccc1Cl.Clc1ccccc1Cl
Frontier orbital gap ... 7.55 eV

---

Record 2
# C10H10ClO4

A cluster of 2 separate species, C10H10ClO4 in total (the ωB97M-V functional and the def2-TZVPD basis, OMol25).

The geometry in XYZ format:
```
25
Properties=species:S:1:pos:R:3:mulliken_charge:R:1
C -2.504 -0.252 -0.799 -0.618
C -2.105 -1.499 0.134 0.643
O -2.963 -2.088 0.815 -0.596
O -0.754 -1.917 0.103 -0.286
C -0.168 -1.981 1.420 -0.623
C 0.314 -0.571 2.002 -0.710
C 1.028 0.305 0.887 0.551
C 0.900 1.718 0.927 -0.427
C 1.622 2.488 -0.286 0.222
O 2.328 3.507 -0.129 -0.611
C 1.402 1.787 -1.718 -0.276
C 1.561 0.355 -1.745 -0.352
C 1.886 -0.322 -0.325 0.449
O 2.752 -1.204 -0.151 -0.605
H -1.710 0.566 -0.753 0.092
H -2.569 -0.563 -1.895 0.258
H -3.519 0.181 -0.506 0.286
H 0.776 -2.629 1.329 0.298
H -0.861 -2.536 2.128 0.392
H 0.972 -0.708 2.930 0.356
H -0.629 -0.026 2.376 0.272
H 0.333 2.255 1.744 0.304
H 1.140 2.380 -2.642 0.413
H 1.419 -0.274 -2.677 0.326
Cl -0.649 1.031 -3.169 -0.759
```

Properties
DFT total energy ... -1148.14954 Eh
Charge ... -1
Frontier orbital gap ... 6.55 eV

---

Record 3
# CH2BNO

An isolated molecule of CH2BNO (the ωB97M-V functional and the def2-TZVPD basis, OMol25).

The geometry in XYZ format:
```
6
Properties=species:S:1:pos:R:3:mulliken_charge:R:1
N -2.442 0.080 0.016 -0.355
C -1.327 0.163 -0.008 0.324
B 0.179 0.341 -0.057 0.276
O 1.067 -0.951 -0.008 -0.538
H 0.549 1.312 0.269 -0.019
H 1.975 -0.945 -0.212 0.313
```

Properties
DFT total energy ... -194.14187 Eh
SMILES ... N#CBO
Frontier orbital gap ... 11.45 eV
ΔE to the lowest compared entry with this formula, charge and spin ... 29.3 kcal per mole

---

Record 4
# C17H19MnNPS

A structure of composition C17H19MnNPS (the ωB97M-V functional and the def2-TZVPD basis, OMol25).

The geometry in XYZ format:
```
40
Properties=species:S:1:pos:R:3:mulliken_charge:R:1
C 3.899 1.293 -0.592 -0.673
C 4.837 0.136 -0.602 -0.354
C 5.178 -0.432 0.714 -0.222
C 4.239 -0.120 1.704 -0.304
C 3.323 0.957 1.260 -0.643
Mn 2.801 -0.225 -0.138 -0.061
P 2.087 -0.845 -2.390 -0.023
H 3.642 2.033 -1.411 0.309
H 5.391 -0.236 -1.487 0.348
H 6.150 -0.923 0.948 0.351
H 2.607 1.408 1.967 0.364
H 4.200 -0.497 2.755 0.343
H 0.999 -1.763 -2.606 0.060
H 2.853 -1.052 -3.578 0.058
H 1.353 0.318 -2.795 0.011
N 0.951 0.153 0.254 -0.004
S -0.396 -0.777 0.605 -0.346
C -1.318 0.148 1.740 0.688
C -1.931 -0.606 2.762 -0.575
C -2.937 -0.050 3.546 -0.487
C -3.303 1.291 3.388 -0.479
C -2.656 2.062 2.410 -0.580
C -1.656 1.492 1.597 -0.194
C -1.538 -0.763 -0.912 0.571
C -1.780 0.390 -1.657 -0.237
C -2.622 0.290 -2.763 -0.448
C -3.215 -0.919 -3.128 -0.581
C -2.957 -2.046 -2.365 -0.376
C -2.128 -1.984 -1.252 -0.507
H 0.574 1.076 -0.148 0.035
H -1.623 -1.650 2.819 0.296
H -3.438 -0.723 4.256 0.305
H -4.125 1.694 3.983 0.332
H -2.985 3.099 2.278 0.326
H -1.209 2.130 0.828 0.187
H -1.298 1.357 -1.445 0.115
H -2.841 1.154 -3.367 0.363
H -3.901 -1.004 -3.958 0.371
H -3.369 -3.019 -2.580 0.349
H -1.857 -2.850 -0.642 0.313
```

Properties
DFT total energy ... -2604.18612 Eh
Charge ... -1
Multiplicity ... 6
Frontier orbital gap (alpha / beta) ... 4.02 / 5.69 eV